(1)
The molecule C26H35Cl2IN3O9P3S at a distorted geometry. Source: the OMol25 dataset; level of theory: ωB97M-V/def2-TZVPD.

The highest occupied orbital energy comes out at -0.3293 hartree. As for the calculated total energy: -122280.2751 eV. Its total charge is 0. As for the SMILES: CCCOc1c(CP(=O)(O)O)c(CC(N)(N)N)c2c(c1CCCI)C(=O)c1c([PH2]=S)c(Cl)c([C@H](Cl)CC)c(P(=O)(O)O)c1C2=O. The calculation puts the energy above the lowest of the compared OMol25 structures with the same formula, charge and spin at 0.0 kcal per mole.

Each line ends with the Löwdin charge.
CARTESIAN COORDINATES (ANGSTROEM)
C  -4.94  2.45  3.69  -0.098
C  -4.73  0.94  3.70  -0.204
C  -4.22  0.37  2.38  -0.164
O  -2.87  -0.09  2.56  -0.081
C  -2.10  -0.14  1.43  -0.167
C  -1.91  -1.38  0.82  -0.107
C  -2.63  -2.55  1.41  -0.119
P  -4.16  -2.91  0.52  0.447
O  -4.44  -2.08  -0.65  -0.248
O  -5.33  -2.83  1.62  -0.132
O  -4.03  -4.49  0.23  -0.136
C  -1.11  -1.51  -0.32  -0.070
C  -0.89  -2.84  -1.00  -0.035
C  -0.21  -4.02  -0.22  -0.632
N  0.45  -3.52  0.99  0.097
N  0.83  -4.64  -1.04  0.070
N  -1.17  -5.10  0.01  0.088
C  -0.57  -0.32  -0.85  0.000
C  -0.83  0.92  -0.25  -0.031
C  -1.55  1.04  0.93  -0.059
C  -1.71  2.35  1.67  -0.114
C  -1.07  2.32  3.06  -0.286
C  0.46  2.21  2.97  -0.668
I  1.26  0.77  4.31  0.750
C  -0.33  2.11  -0.97  -0.287
O  -0.99  3.12  -1.12  0.089
C  1.03  1.99  -1.57  -0.077
C  1.92  3.07  -1.59  -0.326
P  1.61  4.67  -0.76  0.393
S  2.48  4.81  0.98  0.129
C  3.15  2.87  -2.21  -0.535
Cl  4.27  4.20  -2.21  0.765
C  3.53  1.65  -2.80  -0.205
C  4.91  1.61  -3.42  -0.670
Cl  4.87  0.97  -5.09  0.699
C  5.99  0.95  -2.53  -0.259
C  6.82  1.98  -1.77  -0.103
C  2.62  0.57  -2.73  -0.084
P  2.92  -1.10  -3.43  0.458
O  2.37  -1.29  -4.76  -0.221
O  4.48  -1.42  -3.32  -0.142
O  2.33  -2.06  -2.28  -0.124
C  1.37  0.76  -2.12  -0.046
C  0.24  -0.25  -2.11  -0.277
O  -0.04  -0.86  -3.11  0.142
H  -5.46  2.78  4.59  0.072
H  -3.98  2.98  3.69  0.060
H  -5.50  2.79  2.82  0.077
H  -5.65  0.43  4.00  0.107
H  -3.98  0.70  4.46  0.116
H  -4.27  1.09  1.57  0.129
H  -4.83  -0.49  2.09  0.098
H  -2.01  -3.44  1.46  0.073
H  -2.93  -2.32  2.44  0.113
H  -6.11  -2.47  1.18  0.090
H  -4.85  -4.83  -0.15  0.102
H  -1.85  -3.16  -1.42  0.128
H  -0.26  -2.67  -1.86  0.088
H  1.42  -3.81  0.96  0.070
H  0.07  -3.94  1.83  0.070
H  1.49  -3.95  -1.36  0.036
H  0.41  -5.09  -1.84  0.082
H  -2.13  -4.79  -0.06  0.013
H  -1.05  -5.52  0.93  0.081
H  -1.26  3.16  1.11  0.106
H  -2.77  2.60  1.75  0.107
H  -1.32  3.27  3.55  0.112
H  -1.49  1.54  3.68  0.065
H  0.77  1.90  1.98  0.023
H  0.95  3.16  3.17  0.011
H  0.23  4.82  -0.70  -0.019
H  2.05  5.60  -1.70  -0.034
H  5.22  2.63  -3.58  0.024
H  6.63  0.33  -3.15  0.102
H  5.50  0.32  -1.80  0.094
H  7.12  2.79  -2.43  0.075
H  6.25  2.43  -0.96  0.065
H  7.73  1.53  -1.37  0.075
H  4.84  -1.58  -2.45  0.079
H  2.93  -2.09  -1.52  0.093


(2)
A cluster of 3 separate species, C26H35FN3O6 in total at a distorted geometry. Source: the OMol25 dataset; level of theory: ωB97M-V/def2-TZVPD.

The highest occupied orbital energy comes out at -0.3967 hartree. As for the calculated total energy: -46976.4166 eV. Its total charge is +1.

Each line ends with the Löwdin charge.
CARTESIAN COORDINATES (ANGSTROEM)
C  -2.66  0.35  0.91  -0.068
C  -2.24  -0.78  -0.20  -0.253
F  -3.35  -0.93  -1.22  -0.130
C  -0.88  -0.39  -1.08  -0.068
C  -1.08  -0.51  -2.70  -0.005
C  -1.46  0.70  -3.75  -0.006
C  -1.71  2.30  -3.52  -0.136
C  -2.13  2.73  -1.99  -0.172
C  -0.93  3.42  -1.11  -0.154
C  0.60  3.70  -1.64  -0.029
C  1.76  4.37  -0.66  -0.055
C  1.40  4.78  0.89  -0.057
C  -0.14  4.56  1.46  -0.043
C  -1.26  3.89  0.45  -0.044
N  -1.57  0.09  -5.14  -0.095
C  -1.93  0.73  -6.47  -0.035
C  -1.24  -1.38  -4.98  0.064
N  -0.96  -1.76  -3.54  -0.025
C  -0.60  -3.20  -3.17  -0.117
C  0.56  -3.98  -4.00  0.037
C  0.71  -5.50  -3.44  -0.028
C  -0.19  -6.00  -2.22  -0.091
N  -1.26  -5.32  -1.42  0.032
C  -1.39  -3.95  -2.00  -0.043
H  -1.89  1.22  1.06  0.067
H  -2.95  -0.10  1.97  0.102
H  -3.66  0.86  0.50  0.103
H  -2.03  -1.80  0.38  0.136
H  0.02  -1.10  -0.77  0.133
H  -0.57  0.69  -0.71  0.109
H  -2.63  2.60  -4.22  0.131
H  -0.78  2.87  -3.95  0.112
H  -2.98  3.55  -2.09  0.137
H  -2.65  1.80  -1.47  0.099
H  0.94  3.43  -2.73  0.072
H  2.88  4.54  -1.01  0.094
H  2.19  5.23  1.65  0.088
H  -0.46  4.86  2.55  0.090
H  -2.33  3.71  0.89  0.087
H  -1.67  1.88  -6.44  0.115
H  -3.11  0.61  -6.57  0.131
H  -1.37  0.13  -7.31  0.118
H  -1.17  -2.27  -5.73  0.163
H  1.17  -3.53  -4.89  0.111
H  1.48  -6.24  -3.95  0.110
H  0.02  -7.12  -1.85  0.125
H  -2.25  -3.31  -1.48  0.118
C  -0.17  -3.87  1.79  -0.059
O  -0.87  -3.54  2.99  -0.011
C  -0.08  -3.07  3.98  -0.555
O  1.13  -2.92  3.93  0.107
O  -0.87  -2.80  5.06  -0.006
C  -0.16  -2.29  6.19  -0.041
H  -0.90  -4.24  1.06  0.068
H  0.31  -2.99  1.37  0.087
H  0.56  -4.67  1.97  0.105
H  0.32  -1.34  5.95  0.083
H  0.57  -3.02  6.55  0.104
H  -0.89  -2.11  6.98  0.099
C  5.02  4.26  4.14  -0.053
O  3.87  3.48  4.50  -0.017
C  3.91  2.20  4.07  -0.561
O  4.81  1.69  3.42  0.109
O  2.77  1.58  4.48  -0.012
C  2.67  0.22  4.09  -0.048
H  4.88  5.27  4.54  0.095
H  5.92  3.83  4.59  0.101
H  5.11  4.33  3.06  0.095
H  3.49  -0.37  4.53  0.107
H  2.67  0.12  3.00  0.099
H  1.72  -0.18  4.47  0.070